# 1
ORCA calculation (ωB97M-V with the def2-TZVPD basis set) on a structure of composition C9H8O6Zn at a distorted geometry.

The HOMO energy comes out at -18.0978 eV. The LUMO energy is -0.3314 Ha. Its orbital gap is 9.079 eV.

```
! wB97M-V def2-TZVPD RIJCOSX def2/J DEFGRID3
* xyz 2 1
O 0.0104 3.8223 -1.5115
C 0.0367 2.7064 -1.7352
Zn -0.0622 -0.5480 -1.7463
O -0.0019 0.0673 -5.2733
C -0.0093 -0.0153 -4.1344
C -0.0326 -2.5191 -1.7261
O -0.0152 -3.6430 -1.5087
C -2.1279 0.0316 -1.7576
O -3.2589 0.0795 -1.5686
C 2.1199 -0.0063 -1.7729
O 3.2424 0.0622 -1.5666
C -0.3049 0.7152 2.6250
C 0.3142 -0.6951 2.6531
C 0.8772 -0.8496 1.2534
O 0.0070 -0.0331 0.3798
C -0.8597 0.8259 1.2147
H -1.1077 0.8143 3.3637
H 0.4771 1.4956 2.7333
H -0.4651 -1.4748 2.7816
H 1.1200 -0.7743 3.3886
H 1.8788 -0.4255 1.1341
H 0.8737 -1.8717 0.8626
H -1.8635 0.4034 1.1266
H -0.8487 1.8323 0.7846
*
```

Charges computed using Löwdin, reported in e: 0.116, 0.034, 0.437, 0.195, 0.067, 0.093, 0.270, 0.077, 0.234, 0.074, 0.220, -0.117, -0.120, -0.157, -0.309, -0.147, 0.140, 0.142, 0.140, 0.139, 0.126, 0.111, 0.122, 0.112

---

# 2
ORCA calculation (ωB97M-V with the def2-TZVPD basis set) on the molecule C24H24N4O4S at a distorted geometry.

The HOMO energy comes out at -7.8386 eV. The LUMO energy is 0.0020 Ha. Its orbital gap is 7.893 eV. The SMILES is COc1ccc2[nH]c3c(=O)n(Cc4ccc(C(=O)NC[C@H]5CCCO5)cc4)c(=S)[nH]c3c2c1. The relative energy (zero: lowest compared OMol25 entry of this formula, charge and spin) is 0.0 kJ/mol.

```
! wB97M-V def2-TZVPD RIJCOSX def2/J DEFGRID3
* xyz 0 1
C 8.7111 -1.0556 3.2892
H 8.7873 -1.5659 2.3236
O 7.6035 -0.1891 3.3328
C 6.3513 -0.7061 3.1844
C 5.3152 0.2133 3.2360
C 4.0083 -0.2431 3.0934
C 2.7341 0.3860 3.0937
C 1.7800 -0.6001 2.9089
N 2.3994 -1.8167 2.7932
C 3.7471 -1.6275 2.8991
C 4.7924 -2.5395 2.8481
C 6.0813 -2.0720 2.9907
H 6.8926 -2.7805 2.9510
H 4.6041 -3.5915 2.7001
H 1.9164 -2.6859 2.6433
C 0.3714 -0.3123 2.8632
O -0.5186 -1.1282 2.7324
N 0.0951 1.0549 3.0044
C 1.0272 2.0420 3.1987
S 0.6532 3.6377 3.4049
N 2.3397 1.6847 3.2406
H 3.0088 2.4278 3.3864
C -1.3185 1.4120 2.9146
C -1.7801 1.3965 1.4806
C -2.6599 0.4211 1.0314
C -3.0747 0.4048 -0.2877
C -2.6014 1.3601 -1.1808
C -1.6937 2.3167 -0.7390
C -1.2952 2.3415 0.5830
H -0.6067 3.1003 0.9237
H -1.3135 3.0405 -1.4438
C -3.0058 1.3545 -2.6164
O -2.2224 1.5617 -3.5239
N -4.3335 1.1597 -2.8190
H -4.9051 0.8942 -2.0323
C -4.8582 0.8944 -4.1333
H -5.7763 1.4661 -4.2968
C -5.1436 -0.6136 -4.3226
H -6.0331 -0.8915 -3.7467
C -5.2478 -0.9769 -5.8086
H -5.8484 -1.8790 -5.9241
C -3.7855 -1.2477 -6.1879
H -3.3506 -0.3984 -6.7121
C -3.0831 -1.4590 -4.8311
H -2.6041 -2.4365 -4.7457
O -4.0864 -1.4031 -3.8294
H -2.3328 -0.6802 -4.6504
H -3.6949 -2.1249 -6.8251
H -5.6963 -0.1774 -6.3939
H -4.0922 1.2231 -4.8389
H -3.7358 -0.3789 -0.6303
H -3.0097 -0.3363 1.7161
H -1.4361 2.4073 3.3489
H -1.8789 0.6776 3.4974
H 5.5433 1.2561 3.3847
H 8.6760 -1.7973 4.0937
H 9.5840 -0.4195 3.4273
*
```

Charges computed using Löwdin, reported in e: -0.091, 0.095, -0.089, -0.272, 0.065, -0.085, -0.111, -0.092, 0.152, -0.190, 0.000, -0.015, 0.102, 0.114, 0.170, -0.343, 0.099, 0.019, -0.766, 0.673, 0.100, 0.138, -0.123, -0.194, -0.023, -0.017, -0.136, -0.001, -0.017, 0.080, 0.120, -0.452, 0.064, 0.079, 0.136, -0.118, 0.129, -0.330, 0.148, -0.126, 0.113, -0.140, 0.108, -0.179, 0.120, -0.105, 0.107, 0.104, 0.112, 0.125, 0.115, 0.114, 0.071, 0.130, 0.125, 0.095, 0.094

---

# 3
ORCA calculation (ωB97M-V with the def2-TZVPD basis set) on a cluster of 2 separate species, C22H25FN4O3 in total at a distorted geometry.

The HOMO energy comes out at -9.0330 eV. The LUMO energy is 0.0122 Ha. Its orbital gap is 9.365 eV. The SMILES is N#C[C@@H]1N[C@@H](CO)[C@H]1c1ccc(-c2ccccc2F)cc1.CNC(=O)CNC(C)=O. The relative energy (zero: lowest compared OMol25 entry of this formula, charge and spin) is 176.3 kJ/mol.

```
! wB97M-V def2-TZVPD RIJCOSX def2/J DEFGRID3
* xyz 0 1
N -5.8949 -1.8237 1.2511
O 1.3008 -0.0427 3.0414
O 3.7036 -3.6056 1.5858
F -0.2365 -2.1935 -4.0706
C -5.0639 -1.0155 1.3764
O -1.6675 1.9781 2.2901
C 1.4720 0.2314 1.8603
C 3.0948 -2.6082 1.9620
C 2.8330 -0.5465 -5.1549
C 2.8196 0.6055 -4.3657
C 1.7996 -1.4783 -5.0307
C -0.8099 -0.8443 -1.4707
C -0.9963 1.4006 -2.3158
C 1.7770 0.8215 -3.4563
C -1.8748 -0.6037 -0.5937
C -2.0697 1.6382 -1.4466
C 0.7549 -1.2722 -4.1215
C -0.3587 0.1503 -2.3514
C 0.7347 -0.1124 -3.3132
C -2.5212 0.6439 -0.5663
N 3.4729 -1.9012 3.0326
N 1.7700 -0.6818 0.9384
N -4.3451 1.2046 2.3115
C 1.3973 1.6618 1.3856
C 4.6066 -2.2382 3.8894
C 1.8702 -2.1317 1.1656
C -2.5832 2.8577 1.6367
C -4.0120 0.0056 1.5210
C -3.7592 0.8859 0.2866
C -3.8606 2.0948 1.2411
H -2.1647 1.4756 2.9644
H 3.6378 -0.7155 -5.8656
H 3.6179 1.3362 -4.4614
H 1.7954 -2.3721 -5.6468
H -0.3421 -1.8243 -1.4772
H -0.6842 2.1855 -2.9978
H 1.7822 1.7227 -2.8506
H -2.2088 -1.4191 0.0394
H -2.5718 2.6002 -1.4750
H 2.8855 -1.1149 3.2927
H 1.8949 -0.3548 -0.0062
H -5.3588 1.2851 2.4210
H 1.0854 2.2913 2.2182
H 2.3756 1.9775 1.0306
H 0.6599 1.7369 0.5875
H 5.5193 -2.2759 3.2921
H 4.7169 -1.4911 4.6764
H 4.4446 -3.2178 4.3434
H 0.9828 -2.4561 1.7096
H 1.8798 -2.6409 0.2023
H -2.8520 3.6669 2.3234
H -2.1131 3.3096 0.7590
H -3.0986 -0.4715 1.8941
H -4.6223 0.8746 -0.3875
H -4.6146 2.8113 0.8958
*
```

Charges computed using Löwdin, reported in e: 0.154, 0.028, 0.034, 0.069, -0.146, -0.068, -0.554, -0.492, -0.079, -0.083, -0.006, -0.020, -0.015, -0.032, -0.004, -0.027, -0.203, -0.185, -0.123, -0.165, 0.023, 0.079, 0.046, 0.006, -0.056, -0.057, -0.185, -0.285, -0.160, -0.256, 0.093, 0.106, 0.102, 0.117, 0.115, 0.116, 0.113, 0.113, 0.116, 0.094, 0.132, 0.125, 0.083, 0.084, 0.069, 0.084, 0.083, 0.085, 0.129, 0.123, 0.118, 0.111, 0.143, 0.158, 0.146

---

# 4
ORCA calculation (ωB97M-V with the def2-TZVPD basis set) on a structure of composition C26H25ClN2O5W at a distorted geometry.

The HOMO energy comes out at -14.8506 eV. The LUMO energy is -0.3144 Ha. Its orbital gap is 6.295 eV. The relative energy (zero: lowest compared OMol25 entry of this formula, charge and spin) is 73.9 kJ/mol.

```
! wB97M-V def2-TZVPD RIJCOSX def2/J DEFGRID3
* xyz 2 1
W -0.5423 1.0581 -0.3671
O -1.5547 3.0537 0.6534
C -1.4844 3.0969 2.0957
C -2.0359 1.7922 2.6357
N -1.3061 0.6564 2.0343
C -0.0378 0.3529 2.7159
C 1.1385 0.8291 1.8495
O 2.2609 0.4671 1.9661
O 0.7269 1.6903 0.8750
C -2.2173 -0.4762 1.8257
C -3.0619 -0.1898 0.5690
O -4.1574 -0.5960 0.3800
O -2.3844 0.5991 -0.3048
H -2.4216 3.3804 0.3887
H -2.0493 3.9476 2.4723
H -0.4375 3.2343 2.3548
H -3.0867 1.7094 2.3527
H -1.9814 1.7748 3.7271
H 0.0882 -0.7175 2.8727
H 0.0304 0.8316 3.6946
H -2.8784 -0.6670 2.6719
H -1.6463 -1.3820 1.6245
Cl -2.0073 2.7519 -2.2278
C -0.5143 3.6058 -1.8675
C -0.4793 4.9616 -1.6297
C 0.7149 5.5152 -1.1912
C 1.8368 4.7140 -0.9908
C 1.7983 3.3687 -1.2874
C 0.6170 2.7754 -1.7665
C 0.5104 1.3450 -2.2162
H -1.3600 5.5732 -1.7726
H 0.7642 6.5788 -1.0007
H 2.7526 5.1537 -0.6197
H 2.6895 2.7623 -1.1856
H 1.5001 0.8968 -2.2954
H 0.0399 1.2867 -3.1955
N 0.0837 -0.6534 -0.2826
C 0.4792 -1.9006 -0.4394
C -0.4763 -2.9896 -0.2260
C -1.7717 -2.8847 -0.7521
C -2.6836 -3.9001 -0.5478
C -2.3179 -5.0180 0.1968
C -1.0403 -5.1215 0.7331
C -0.1107 -4.1202 0.5143
C 1.8333 -2.1899 -0.8425
C 2.8641 -1.2569 -0.6173
C 4.1354 -1.5157 -1.0777
C 4.3968 -2.6883 -1.7852
C 3.3846 -3.6131 -2.0206
C 2.1098 -3.3754 -1.5506
H -2.0211 -2.0295 -1.3666
H -3.6769 -3.8265 -0.9698
H -3.0316 -5.8161 0.3515
H -0.7607 -5.9887 1.3155
H 0.8811 -4.1849 0.9436
H 2.6576 -0.3724 -0.0265
H 4.9377 -0.8137 -0.8958
H 5.3955 -2.8819 -2.1535
H 3.5919 -4.5168 -2.5769
H 1.3161 -4.0767 -1.7647
*
```

Charges computed using Löwdin, reported in e: 1.884, -0.175, -0.141, -0.114, -0.218, -0.036, -0.514, 0.176, -0.209, -0.062, -0.530, 0.191, -0.267, 0.110, 0.148, 0.128, 0.143, 0.149, 0.147, 0.152, 0.155, 0.118, 0.855, -0.578, -0.061, -0.009, -0.022, -0.015, -0.411, -0.198, 0.130, 0.130, 0.127, 0.134, 0.082, 0.081, -0.028, -0.169, -0.197, -0.023, -0.028, -0.019, -0.031, -0.011, -0.149, 0.000, -0.028, -0.005, -0.024, 0.015, 0.120, 0.126, 0.125, 0.123, 0.132, 0.088, 0.123, 0.127, 0.125, 0.130

---

# 5
ORCA calculation (ωB97M-V with the def2-TZVPD basis set) on a structure of composition C25H59InNO17P4 at a distorted geometry.

The HOMO energy comes out at -4.1267 eV. The LUMO energy is 0.0266 Ha. Its orbital gap is 4.851 eV. The relative energy (zero: lowest compared OMol25 entry of this formula, charge and spin) is 0.0 kJ/mol.

```
! wB97M-V def2-TZVPD RIJCOSX def2/J DEFGRID3
* xyz -1 1
C 0.7265 -1.2019 2.1640
N -0.2384 -2.2820 1.9521
C -1.5281 -1.8982 2.5722
In -2.7261 -0.4068 1.3706
C -1.8396 1.7043 1.4779
O -1.4390 2.2903 0.2029
C -0.3727 1.6523 -0.3533
C -0.6298 0.7287 -1.3501
C 0.3754 -0.0123 -1.9609
C -0.0132 -1.0289 -3.0055
C 1.6749 0.2178 -1.5502
C 1.9432 1.1591 -0.5616
C 0.9498 1.8969 0.0675
C 1.2758 2.8890 1.1783
C 2.7840 3.1522 1.3117
C 0.4687 4.1963 1.1129
H 1.6904 -1.4334 1.7084
H 0.2973 -0.3051 1.7130
H 0.8553 -0.9667 3.2363
H 0.1729 -3.0745 2.4410
H -2.1454 -2.8035 2.5868
H -1.3775 -1.5561 3.6135
H -2.9081 -0.9787 -0.3045
H -4.3481 -0.3569 2.1504
H -0.9599 1.6451 2.1283
H -2.6150 2.3132 1.9391
H -1.6534 0.5543 -1.6516
H -0.8091 -0.5790 -3.6018
H 0.8389 -1.3069 -3.6256
H -0.4441 -1.9123 -2.5298
H 2.4876 -0.3514 -1.9890
H 2.9850 1.2615 -0.2902
H 0.9985 2.4058 2.1227
H 3.2307 3.5086 0.3833
H 3.2442 2.1915 1.5601
H 2.9836 3.7985 2.1659
H -0.5081 4.0028 1.5492
H 0.4123 4.6361 0.1185
H 0.9491 4.9171 1.7832
C 4.1902 -0.7613 -9.9332
O 3.6437 -1.5511 -8.8767
P 3.0526 -0.7831 -7.5434
O 3.9932 0.3805 -7.4669
O 3.4373 -1.9983 -6.5697
C 4.8103 -2.3402 -6.4130
O 1.9101 -0.3094 -6.4711
C 1.0655 0.7901 -6.8617
H 4.2747 -1.4036 -10.8095
H 3.5499 0.0840 -10.1747
H 5.1811 -0.4101 -9.6543
H 5.4636 -1.4912 -6.6156
H 5.0645 -3.1629 -7.0829
H 4.9556 -2.6634 -5.3841
H 0.7860 0.7289 -7.9132
H 1.5854 1.7283 -6.6740
H 0.1639 0.7491 -6.2556
C -0.8090 7.7114 6.4394
O 0.1346 7.1664 5.5134
P 1.3877 8.0977 5.0258
O 0.8091 9.4739 5.0141
O 1.4579 7.3904 3.5954
C 0.3645 7.5660 2.6963
O 2.9983 8.3824 4.9813
C 3.5802 8.9534 6.1649
H -1.3909 6.8812 6.8369
H -0.3140 8.2228 7.2621
H -1.4772 8.3960 5.9220
H -0.1803 8.4898 2.8937
H -0.3142 6.7181 2.7791
H 0.7573 7.6022 1.6829
H 3.1594 8.5188 7.0716
H 3.4168 10.0309 6.1665
H 4.6486 8.7508 6.1440
C -6.7584 -4.8333 7.3229
O -6.4767 -4.3265 6.0191
P -5.1790 -3.3318 5.8295
O -5.1421 -2.5825 7.1222
O -5.8629 -2.5224 4.6360
C -7.0092 -1.7300 4.9072
O -3.7095 -3.0530 5.1920
C -2.5960 -3.6926 5.8384
H -7.4616 -5.6584 7.2081
H -5.8597 -5.2011 7.8138
H -7.2214 -4.0565 7.9280
H -7.0424 -1.4108 5.9497
H -7.9136 -2.2935 4.6697
H -6.9586 -0.8514 4.2677
H -2.8376 -4.7111 6.1450
H -2.2982 -3.1089 6.7092
H -1.7748 -3.7240 5.1259
C 1.2922 -4.9801 -2.5412
O 0.5952 -4.6921 -3.7586
P 0.4722 -5.8511 -4.9016
O 1.7533 -6.6081 -4.7779
O 0.4456 -4.7787 -6.0872
C 1.6280 -4.0105 -6.3234
O -0.4658 -6.8692 -5.7771
C -0.8986 -8.0672 -5.1116
H 1.0351 -4.1991 -1.8272
H 1.0003 -5.9442 -2.1311
H 2.3650 -4.9587 -2.7202
H 2.5238 -4.5310 -5.9845
H 1.5493 -3.0573 -5.8120
H 1.7080 -3.8362 -7.3948
H -1.1729 -7.8761 -4.0744
H -0.1026 -8.8107 -5.1477
H -1.7710 -8.4471 -5.6390
*
```

Löwdin atomic charge list, values in e, 99 entries: -0.178, -0.225, -0.385, 0.494, -0.269, -0.180, -0.282, -0.001, -0.271, -0.042, -0.057, -0.052, -0.131, -0.353, -0.086, -0.055, 0.069, 0.039, 0.070, 0.066, 0.015, 0.021, -0.109, -0.129, 0.023, 0.027, 0.093, 0.075, 0.064, 0.079, 0.101, 0.092, 0.126, 0.082, 0.068, 0.072, 0.066, 0.091, 0.052, -0.117, -0.243, 0.539, -0.260, -0.292, -0.088, -0.225, -0.095, 0.085, 0.083, 0.088, 0.085, 0.089, 0.093, 0.080, 0.090, 0.086, -0.109, -0.230, 0.503, -0.262, -0.242, -0.103, -0.222, -0.112, 0.088, 0.081, 0.089, 0.083, 0.082, 0.091, 0.080, 0.086, 0.084, -0.124, -0.240, 0.507, -0.265, -0.243, -0.105, -0.215, -0.106, 0.082, 0.080, 0.086, 0.081, 0.082, 0.088, 0.078, 0.088, 0.075, -0.096, -0.233, 0.504, -0.264, -0.235, -0.103, -0.226, -0.114, 0.087